<a>
This record from the Open Molecules 2025 dataset describes a 2-piece molecular cluster, C11H14N2 overall. The level of theory is wB97M-V/def2-TZVPD.

Last column: Löwdin charge in e.
Atoms and positions in Å:
C: -0.1820 -1.3538 1.0427  -0.046
C: -0.1106 -0.1891 2.0410  -0.342
C: -1.3078 0.3658 2.5940  -0.055
N: -0.8791 1.3766 3.4624  0.052
C: 0.4428 1.4857 3.2131  -0.234
N: 0.9857 0.5553 2.4239  0.092
H: -0.8054 -1.1442 0.1630  0.052
H: -0.2218 -2.2905 1.6985  0.103
H: 0.6854 -1.3371 0.3041  0.052
H: -2.3505 0.1448 2.3617  0.109
H: -1.3651 2.0032 4.0012  0.107
H: 0.9982 2.3940 3.5582  0.126
C: 2.3550 -0.9578 -1.6525  -0.077
C: 0.9583 -0.5556 -1.7794  -0.312
C: 0.5355 0.6542 -1.0715  -0.100
C: -0.6738 1.2646 -1.1290  -0.107
C: -1.7088 0.6297 -1.8549  -0.078
C: -1.3657 -0.6018 -2.4600  -0.099
C: -0.0759 -1.1513 -2.5188  -0.052
H: 2.7845 -1.3516 -2.5900  0.082
H: 2.6770 -1.6621 -0.8369  0.096
H: 2.9166 0.0254 -1.4167  0.109
H: 1.2743 1.2581 -0.5813  0.101
H: -0.9651 2.1636 -0.4972  0.130
H: -2.6901 1.0307 -1.9567  0.085
H: -2.1125 -0.9768 -3.1611  0.096
H: 0.2009 -1.7799 -3.3579  0.110

The HOMO energy comes out at -8.2 eV. The molar mass comes out at 174.2 Da. As for the structure (SMILES): Cc1c[nH]cn1.Cc1ccccc1. The LUMO energy is 0.9 eV. For the gap between HOMO and LUMO, the calculation gives 9.08 eV.

***

<b>
This record from the Open Molecules 2025 dataset describes a 2-piece molecular cluster, C11H14N2 overall. The level of theory is wB97M-V/def2-TZVPD.

Last column: Löwdin charge in e.
Atoms and positions in Å:
C: -1.8289 2.6553 -0.3209  0.004
C: -1.4909 1.3516 -0.3377  -0.174
C: -2.3728 0.2828 0.2043  -0.032
C: -1.9302 -1.0224 0.1921  -0.297
C: -2.6873 -2.0140 1.0007  -0.062
C: -0.8585 -1.6030 -0.5481  -0.079
C: -0.3762 -1.1467 -1.6729  -0.164
N: 0.0112 -0.7070 -2.7224  0.192
H: -1.1936 3.3274 -0.9701  0.070
H: -2.7831 3.0199 0.0117  0.042
H: -0.5302 1.1461 -0.5249  0.031
H: -3.3249 0.5135 0.6909  0.111
H: -2.1567 -2.3702 1.8579  0.084
H: -3.5188 -1.4182 1.1587  0.042
H: -3.0960 -2.9377 0.6667  0.075
H: -0.3331 -2.4094 -0.1335  0.101
H: -0.3120 -1.1968 -3.4950  0.054
N: 3.4675 -2.0981 1.1085  0.117
C: 3.0096 -0.9866 0.7836  -0.146
C: 2.6261 0.2055 0.4934  -0.236
C: 2.7658 1.3674 -0.5057  -0.077
C: 2.7935 1.5458 1.0441  -0.129
H: 2.8261 -2.9334 1.1635  0.081
H: 1.9660 1.8316 -1.0542  0.069
H: 3.6548 1.5627 -1.1275  0.097
H: 3.7377 1.8857 1.5146  0.103
H: 1.9351 2.1483 1.5221  0.120

The HOMO energy comes out at -7.8 eV. The molar mass comes out at 174.2 Da. As for the structure (SMILES): C=C/C=C(/C)C=C=N.N=C=C1CC1. The LUMO energy is 0.7 eV. For the gap between HOMO and LUMO, the calculation gives 8.50 eV.

***

Which of them is the most stable? Correct choice: <a>.